(1)
# C33H31AsN6O4SV

C33H31AsN6O4SV as an isolated structure in a non-equilibrium geometry (ωB97M-V/def2-TZVPD, OMol25).

```
77
Properties=species:S:1:pos:R:3:lowdin_spin:R:1
H -6.000 -0.293 1.180 0.000
C 0.407 -0.118 2.104 -0.001
H -0.592 -2.404 -5.544 0.000
C -0.314 2.728 2.997 0.000
N -2.783 0.213 -4.000 0.002
C 1.305 -2.393 0.187 0.001
H 5.246 -1.093 -0.586 0.000
N 0.332 -1.876 -0.532 0.003
C 1.718 0.140 2.500 -0.001
O -3.341 -1.281 -6.317 0.000
H -3.648 0.493 -4.435 0.000
C 4.441 1.237 0.346 0.003
H -5.149 1.807 2.172 0.000
H -2.055 -1.202 -0.219 0.000
C 3.670 0.334 -0.384 -0.019
C -0.347 3.931 3.685 0.000
H -1.078 -2.796 -1.869 0.000
H 4.416 3.230 1.196 -0.002
C -0.282 2.708 1.603 0.001
H -2.075 2.240 -1.422 0.000
H -0.372 3.932 4.767 0.000
C -4.473 1.133 1.662 0.000
C 1.733 -1.845 3.855 -0.001
C -4.950 -0.042 1.099 0.000
H -0.312 6.051 1.049 0.000
H -0.322 1.795 3.547 0.000
C -0.239 -1.240 2.615 -0.001
H -4.451 -1.797 -0.029 0.000
C -0.322 5.119 1.600 0.000
C -0.240 -2.930 -1.205 0.001
C -2.825 1.826 -2.090 0.001
N -1.075 0.106 -2.640 0.007
C -0.885 -0.786 -3.669 0.004
C -2.301 -1.503 -5.740 0.000
H 3.401 -0.506 3.659 0.000
C 0.408 -4.080 -0.879 0.001
C -1.952 -0.738 -4.523 0.000
C -0.291 3.914 0.911 0.000
V 0.669 0.178 -1.510 1.022
C 3.934 2.510 0.544 -0.025
C -3.125 1.455 1.572 -0.001
H -0.098 -2.964 3.880 0.000
C 2.229 2.059 -0.871 -0.004
H -2.768 2.380 2.003 0.000
H 2.249 -2.520 4.527 0.000
S 1.006 2.481 -2.004 -0.010
C 4.172 -1.031 -0.753 -0.003
C 0.419 -2.096 3.488 0.000
C 2.380 -0.717 3.365 0.000
H -0.374 6.069 3.523 0.000
N 2.468 0.710 -0.853 0.014
H 0.263 -5.097 -1.201 0.000
H -3.678 1.484 -1.501 0.000
O 1.327 -0.958 -2.990 0.012
C -0.349 5.129 2.985 0.000
C -2.735 -0.561 0.330 -0.001
C 2.344 -4.611 0.644 0.000
As -0.336 0.985 0.667 -0.006
N 1.386 -3.724 0.018 0.000
H 1.872 -5.202 1.429 0.000
H 5.398 0.939 0.750 0.001
H -3.163 2.620 -2.758 0.000
H 2.222 1.023 2.125 0.000
H 1.917 -1.843 0.887 0.000
C -4.079 -0.888 0.427 0.000
H 3.144 -4.020 1.086 0.000
O -1.428 -2.405 -6.115 0.000
H -0.257 3.914 -0.168 0.000
C -2.240 0.602 0.920 -0.005
H 2.772 -5.280 -0.099 0.000
H -1.263 -1.445 2.331 0.000
C -2.222 0.719 -2.876 0.003
O 0.608 -2.368 -4.580 0.000
H 3.955 -1.207 -1.807 -0.001
N 2.848 2.941 -0.105 0.004
C 0.446 -1.447 -3.768 0.002
H 3.688 -1.829 -0.191 -0.001
```

Computed properties:
HOMO-LUMO gap (spin up / spin down) = 6.833 / 5.882 eV
spin multiplicity = 2


(2)
# C33H31AuCl2NOSSb

C33H31AuCl2NOSSb as an isolated structure (ωB97M-V/def2-TZVPD, OMol25).

```
71
Properties=species:S:1:pos:R:3:lowdin_spin:R:1
H -3.302 -3.104 -2.853 0.000
C -5.121 -3.086 1.583 -0.002
C 0.899 -3.307 4.327 0.002
H 7.113 -0.536 -0.984 0.006
H -1.885 6.676 1.978 0.000
C -3.958 -2.340 1.606 0.028
S 2.228 1.012 1.253 0.493
N 0.059 4.628 0.168 0.001
H -2.531 0.532 -1.463 0.006
C 0.426 -4.043 3.251 0.005
C 3.704 0.634 0.496 0.077
H 0.582 5.238 -3.060 0.000
H -6.487 -4.173 0.338 0.002
C 4.442 1.441 -0.415 0.079
C -5.579 -3.586 0.372 0.031
C 1.881 -1.453 -1.928 0.003
C 6.164 -0.218 -0.574 0.122
C 0.888 4.745 -2.136 0.000
C 4.293 -0.622 0.852 0.090
C -3.708 -2.590 -0.816 0.028
C 5.493 -1.038 0.322 -0.012
H -1.449 1.889 -1.117 0.002
Au 1.189 2.880 0.532 0.080
C -3.256 -2.104 0.418 0.084
Cl 3.913 3.014 -0.881 0.020
H -5.243 -3.755 -1.734 0.000
H -1.867 7.940 -0.187 0.000
H -0.600 6.989 -2.105 0.000
H -1.856 -4.561 1.276 0.000
C 0.012 -1.308 3.359 0.013
H -0.782 -3.783 0.117 0.002
C -4.878 -3.344 -0.801 0.003
C -0.641 5.131 1.202 0.001
H 2.766 -2.075 -1.961 0.000
C 0.692 -1.936 4.389 -0.001
C 1.610 -0.554 -2.951 0.018
C -1.633 1.057 -1.801 0.015
C -2.994 -2.362 -2.119 0.003
H 1.942 4.988 -1.957 0.000
O 0.690 3.342 -2.217 0.004
C -0.621 6.484 -1.149 0.000
H -0.244 -5.209 0.990 0.000
H -1.851 1.482 -2.779 0.000
H 1.384 2.955 -2.761 0.000
C -0.272 -3.440 2.206 0.017
H 1.054 -1.362 5.231 0.000
C -0.162 -0.784 -0.855 0.091
H -3.590 -1.959 2.553 0.001
H 2.286 -0.477 -3.793 0.001
C 5.642 1.019 -0.938 -0.005
H 1.199 -2.263 -0.066 0.002
H -5.662 -3.278 2.500 0.000
C -0.455 -2.054 2.279 0.081
H 6.182 1.664 -1.617 -0.001
Sb -1.487 -1.042 0.754 0.518
C 0.470 0.237 -2.913 0.000
H -1.911 -2.430 -2.016 0.001
H 0.591 -5.113 3.220 0.001
H 5.904 -1.992 0.617 -0.002
C -1.343 6.312 1.117 0.000
C 0.993 -1.565 -0.869 0.032
C -1.329 7.008 -0.082 0.002
H 0.263 0.926 -3.723 0.000
Cl 3.505 -1.667 1.968 0.024
H -0.153 -0.238 3.404 0.006
C 0.068 5.292 -0.998 0.001
C -0.816 -4.288 1.087 0.006
H -0.619 4.560 2.118 0.000
H -3.233 -1.381 -2.534 0.001
H 1.427 -3.810 5.127 0.000
C -0.434 0.152 -1.858 0.019
```

Computed properties:
total charge = +2
HOMO-LUMO gap (spin up / spin down) = 8.955 / 5.931 eV
spin multiplicity = 3


(3)
# C33H31CoN4O9S2

C33H31CoN4O9S2 as an isolated structure in a non-equilibrium geometry (ωB97M-V/def2-TZVPD, OMol25).

```
80
Properties=species:S:1:pos:R:3:lowdin_spin:R:1
H 7.689 -4.368 23.527 0.000
H 0.568 -9.392 16.832 0.000
O 2.682 -7.562 19.632 0.243
H 2.676 2.096 19.845 0.000
C 3.786 -1.120 20.177 0.000
H 4.302 -1.744 20.885 0.000
H 3.454 -4.120 21.918 0.002
C -0.004 -6.229 17.855 0.002
C 3.616 -1.554 18.853 0.000
C 2.953 1.040 19.594 0.000
H -1.535 -5.032 21.947 0.000
N -0.490 -4.046 18.741 0.029
C 1.860 -6.238 16.543 0.004
H -1.334 -0.419 19.092 0.000
H 4.295 -3.564 19.479 0.000
C 1.580 -4.149 14.333 0.007
H 1.446 -2.927 24.304 0.000
C 0.712 -8.301 16.932 -0.001
C 4.042 -2.989 18.545 0.004
N 2.947 -3.710 17.724 0.048
C 7.673 -5.451 23.200 0.002
O 1.144 -3.388 15.286 0.047
C 3.120 -0.663 17.935 0.000
C 5.430 -4.737 22.535 0.003
C 0.729 -2.994 23.424 0.001
S -0.983 -1.140 16.817 0.005
H 6.166 -3.222 18.111 0.000
O 1.109 -4.308 13.267 0.012
H -1.764 -2.572 19.202 0.000
H 3.809 -4.399 14.379 0.000
O -1.861 -5.672 19.327 0.001
C 0.869 -2.106 22.383 0.000
C 1.810 -7.611 16.375 0.001
H 5.478 -4.090 23.461 0.000
Co 0.871 -3.291 17.238 2.769
H -3.033 -4.644 20.654 0.000
C -0.287 -7.543 17.558 0.001
O 4.886 -4.407 16.876 0.002
C 4.272 -5.756 20.803 0.089
O -1.039 -0.432 15.536 0.003
H -1.859 0.917 17.975 0.000
H 1.656 -1.378 22.398 0.000
O 0.366 -1.245 17.460 0.034
H 2.262 1.251 17.588 0.000
C 5.207 -3.171 17.619 0.001
H 7.565 -6.091 24.112 0.001
H 8.648 -5.669 22.715 0.000
C 3.537 0.202 20.575 0.000
C 0.137 -2.243 21.208 0.000
O 1.695 -5.468 20.638 0.224
C -1.438 -3.446 19.700 0.003
C -0.883 -4.196 22.120 0.000
C 2.746 0.593 18.337 0.000
H 7.327 -7.095 20.983 0.000
H 2.560 -8.120 15.775 0.000
C 6.507 -6.410 21.188 0.001
C 4.259 -4.787 21.811 0.019
C -0.145 -4.073 23.294 0.001
O -1.579 -2.478 16.783 0.017
S 2.778 -6.117 19.910 0.343
C 6.506 -5.584 22.283 0.013
C -1.873 -0.159 18.085 0.001
C 5.388 -6.470 20.431 0.017
H 3.828 0.491 21.575 0.000
C -2.584 -4.452 19.670 0.001
N 2.956 -5.450 16.008 0.000
C -0.776 -3.302 21.043 0.000
H -2.881 -0.541 18.028 0.000
N 0.980 -5.591 17.237 0.033
H -3.253 -4.110 18.837 0.000
H 2.888 -5.918 13.963 0.000
H -0.189 -4.841 24.019 0.000
C -0.760 -5.279 18.675 0.002
H 0.325 -1.545 20.383 0.000
H 3.001 -0.957 16.878 0.000
H 5.327 -7.140 19.615 0.002
C 3.525 -4.529 16.947 0.012
H -1.151 -8.025 17.923 0.000
H 5.289 -2.435 16.842 0.000
C 2.888 -4.990 14.590 0.000
```

Computed properties:
HOMO-LUMO gap (spin up / spin down) = 8.156 / 6.402 eV
spin multiplicity = 5


(4)
# C33H31N12O4SW

C33H31N12O4SW as an isolated structure in a non-equilibrium geometry (ωB97M-V/def2-TZVPD, OMol25).

```
82
Properties=species:S:1:pos:R:3:lowdin_spin:R:1
C 2.194 -5.935 1.922 0.000
N -1.481 0.720 -4.514 0.005
O -3.558 -2.174 1.555 0.001
C -1.268 0.249 -3.295 0.002
O -3.630 2.395 -0.428 0.002
C -0.527 2.389 2.497 0.020
H 0.759 -2.613 -2.217 0.000
N 1.383 1.949 -0.659 0.002
C 1.547 -2.301 2.499 0.023
C 0.091 -1.952 2.387 0.006
S -2.401 -1.535 2.106 0.005
C 1.858 -0.106 2.019 0.315
H -2.065 6.122 0.280 0.000
H 0.045 6.205 -3.430 0.000
H -3.573 0.547 1.568 0.000
H 1.915 1.616 4.369 0.003
C 0.640 4.327 -0.669 0.000
H 1.622 4.520 -2.570 0.000
H 0.898 -2.675 0.349 0.001
C 2.327 1.498 -1.450 0.009
H -1.511 -2.656 0.074 0.001
C 3.188 -0.496 -2.790 0.005
N 2.342 -1.145 2.845 0.110
C 0.795 4.850 -1.952 0.000
N -2.745 -3.101 -3.014 0.013
C 1.973 -3.668 2.960 0.001
N 0.106 1.444 1.732 0.097
H -3.695 -0.289 0.022 0.001
C -1.646 -1.003 -2.758 0.013
O -2.538 -0.835 3.353 0.001
C -2.750 1.650 -0.075 0.009
H -0.359 -5.979 1.750 0.000
C -1.746 -2.414 -0.952 0.013
C -1.090 -2.766 2.321 0.002
N -1.787 -0.404 0.977 0.016
H 3.201 2.110 -1.677 0.000
C -0.554 2.254 -3.246 0.002
H -0.176 3.215 -2.946 0.000
C 1.007 -1.943 1.141 0.030
H 4.116 -0.117 -3.172 0.000
H 1.555 3.279 0.950 0.000
N -1.028 1.973 -4.459 0.001
H -0.028 3.244 4.481 0.003
C -1.182 -4.094 2.203 0.001
H -2.771 -4.250 -1.297 0.000
C -3.019 0.324 0.644 0.010
C 1.169 1.033 2.473 0.049
C 1.258 -4.833 2.310 0.000
H 2.461 -0.930 3.825 0.006
H 2.636 3.617 -0.409 0.000
O -1.473 1.884 -0.256 0.037
N 1.238 1.739 3.634 0.070
C -2.336 -1.963 -3.509 -0.003
H 3.049 -3.766 2.798 0.000
C 1.441 -1.781 -2.277 0.008
H 3.083 -2.575 -3.514 0.000
N 1.331 -0.595 0.827 0.096
H -2.547 -1.761 -4.548 0.000
N 1.185 -0.599 -1.682 0.004
C -0.384 4.815 0.132 0.001
C -1.123 6.261 -1.636 0.000
H -1.453 2.825 2.176 0.001
C 1.618 3.303 -0.140 0.000
H -2.167 -4.520 2.079 0.000
N -0.660 1.183 -2.469 0.013
H 1.660 -6.788 1.514 0.000
H -1.805 7.011 -2.006 0.000
C -0.085 5.806 -2.434 0.000
H 2.894 -5.569 1.170 0.000
C 0.157 2.589 3.656 0.047
C -1.268 5.764 -0.353 0.000
H 2.784 -6.263 2.776 0.000
H -0.179 -0.963 2.750 0.000
H 1.799 -3.719 4.040 0.000
H -0.466 4.475 1.152 0.000
W -0.232 0.377 -0.275 0.944
C -0.061 -5.003 2.112 0.000
C 2.272 0.210 -1.990 0.003
C -2.440 -3.312 -1.715 -0.004
H -1.112 2.569 -5.270 0.000
N -1.329 -1.192 -1.410 0.002
C 2.654 -1.760 -2.966 0.002
```

Computed properties:
total charge = +1
HOMO-LUMO gap (spin up / spin down) = 5.289 / 6.346 eV
spin multiplicity = 3


(5)
# C33H31N4O5Sc

C33H31N4O5Sc as an isolated structure (ωB97M-V/def2-TZVPD, OMol25).

```
74
Properties=species:S:1:pos:R:3:mulliken_charge:R:1
C 0.377 -0.059 -4.867 -0.861
C -4.368 -5.068 -4.037 -0.618
H -3.489 -0.581 -2.265 0.273
H -4.992 -5.919 -4.293 0.341
C -3.368 -4.573 2.663 -0.315
H -1.780 0.494 2.640 -0.002
H -4.180 -4.394 -6.081 0.367
C -3.073 0.182 -0.421 0.484
H -5.154 -5.370 3.593 0.362
H 5.933 -0.838 1.974 0.343
C 3.446 -0.622 -0.329 0.137
C 4.956 -0.641 1.548 -0.460
H -4.561 -1.173 -0.444 0.299
H 0.163 -1.336 3.872 0.313
C 0.120 1.727 -2.837 0.771
C 3.918 -0.180 2.353 -0.990
H -2.025 -2.178 -3.103 0.222
H -5.142 -0.799 1.936 0.337
C 0.122 -1.293 2.774 -0.949
H -0.769 1.925 2.474 0.317
C 0.273 1.755 -6.659 0.407
C -0.828 -1.823 -0.477 -0.201
H -5.425 -4.448 -0.579 0.534
O 0.206 2.991 -6.813 -0.729
O 0.195 2.058 -0.506 -0.402
C 0.248 1.287 -5.185 0.305
N -4.114 -0.491 0.148 -0.187
C -3.067 -3.179 -4.681 -0.784
H 0.934 -1.890 2.361 0.345
C -1.756 -2.613 -0.695 0.321
H -4.366 -5.576 -1.970 0.578
C -2.776 -4.114 1.500 -0.737
O -0.334 3.817 -1.806 -0.736
H 3.291 -0.817 -1.387 0.417
H -0.019 3.245 -4.340 0.612
N 0.262 0.420 -2.538 0.190
C -4.814 -4.514 0.310 -0.557
H -2.786 -4.589 3.579 0.363
C 1.562 0.650 2.648 -0.822
H -2.229 0.542 -2.204 0.137
O 0.383 0.829 -7.492 -0.742
N -3.080 0.206 -1.784 -0.390
C -3.215 -3.775 -2.297 0.514
C -4.031 -4.860 -2.706 -0.579
C -4.116 -0.788 1.569 -0.772
C 0.101 2.191 -4.137 -0.697
C -5.400 -4.966 1.485 -0.702
H 0.447 -1.496 -3.253 0.647
C 4.717 -0.856 0.195 -0.783
C -3.466 -4.070 0.259 0.668
H 0.472 -0.776 -5.672 0.516
C 2.380 -0.161 0.449 0.594
C -4.691 -5.015 2.681 -0.579
C -2.724 -2.966 -3.353 -0.134
C 0.374 -0.455 -3.542 -0.654
O -2.191 0.729 0.259 -0.484
H -3.645 -1.748 1.790 0.115
C -0.029 2.655 -1.642 0.224
H 4.085 -0.014 3.414 0.329
H 5.514 -1.212 -0.449 0.403
H -0.821 -1.715 2.424 0.106
C -0.814 0.919 2.892 -1.033
N 0.243 0.092 2.311 0.952
C 2.665 0.064 1.800 0.626
H 1.769 0.510 3.719 0.286
H -3.573 0.000 2.078 0.263
H -1.748 -3.773 1.513 0.459
C -3.911 -4.226 -5.045 -0.551
H -0.713 0.971 3.986 0.386
C -2.818 -3.524 -0.917 -0.589
H -6.440 -5.277 1.468 0.347
H -2.658 -2.522 -5.442 0.462
H 1.507 1.725 2.463 0.382
Sc 0.192 0.066 -0.206 -1.017
```

Computed properties:
total charge = -2
HOMO-LUMO gap = 5.059 eV
spin multiplicity = 1


(6)
# C33H31NO7Pd

C33H31NO7Pd as an isolated structure (ωB97M-V/def2-TZVPD, OMol25).

```
73
Properties=species:S:1:pos:R:3:mulliken_charge:R:1
H 5.902 -0.885 -0.620 0.332
C -2.259 1.676 -1.523 -0.449
H -0.013 0.669 -1.048 0.257
H -2.046 -2.199 1.702 0.203
C -2.799 -4.704 -0.471 -0.396
H 2.261 2.442 -0.475 0.338
H -3.080 -5.751 -0.500 0.352
C 2.255 -0.650 5.095 -0.490
H -2.896 -4.455 -2.600 0.343
C 4.238 1.989 -1.258 -0.653
C 3.070 1.725 -0.553 -0.392
H -2.793 3.518 -2.468 0.335
C -2.693 -3.974 -1.648 -0.919
C 5.260 1.051 -1.287 -0.323
H 3.809 -1.358 0.602 0.394
C 2.901 0.523 0.123 -1.076
C 1.865 -0.097 2.358 -0.402
H 4.081 0.458 4.883 0.365
H -5.110 2.806 -2.976 0.340
C 5.101 -0.152 -0.610 -1.011
O -0.742 4.637 1.711 -0.722
O -1.810 -0.087 1.018 -1.229
C -1.716 -0.491 -0.283 2.826
C -4.428 2.134 -2.467 -0.605
H 3.210 -1.530 -2.716 0.310
H 0.631 -3.343 -3.345 0.300
Pd -1.078 1.813 2.004 0.713
C 3.002 0.347 3.035 -0.418
H 0.316 -3.730 -1.638 0.393
C 0.790 -0.884 0.174 -0.007
H -1.516 6.572 0.349 0.287
C 3.930 -0.416 0.083 0.240
C -3.129 2.527 -2.186 -0.648
C -1.778 4.525 1.032 0.934
C 1.207 -1.811 -1.931 1.633
H -5.875 0.564 -2.231 0.372
C 1.576 0.307 0.894 4.321
H -4.336 -0.936 -1.064 0.375
C 1.109 -1.081 4.442 -1.000
H -2.633 -4.634 1.666 0.368
O -0.037 -1.165 -2.004 -0.465
C -2.100 -1.987 -0.400 -0.528
C 2.216 -1.096 -2.834 -1.800
H 0.352 -1.631 4.989 0.377
O 0.854 1.467 0.881 -1.200
C 1.025 -3.274 -2.329 -1.703
N -0.574 2.038 3.688 0.099
H 2.257 -0.044 -2.553 0.331
H 6.180 1.256 -1.824 0.348
C -4.852 0.881 -2.052 -0.802
H 1.892 -1.174 -3.874 0.464
H -2.252 -2.072 -2.534 0.409
O -1.636 2.002 4.221 -0.456
H -2.387 5.512 -0.799 0.154
H 2.405 -0.868 6.146 0.353
C -3.976 0.028 -1.396 -0.398
H 0.297 -1.500 0.925 -0.475
C -2.210 -2.727 0.771 -0.242
C -0.239 -0.372 -0.824 -0.376
H -3.212 6.100 0.648 0.290
H 4.360 2.934 -1.776 0.359
C 0.909 -0.793 3.100 -0.532
C -2.249 5.771 0.253 -0.948
H -1.274 2.042 -1.264 0.153
C 3.194 0.081 4.384 -0.724
H 1.982 -3.794 -2.260 0.382
O -2.518 3.506 0.907 -0.811
O 1.630 -1.767 -0.589 -0.431
H -0.024 -1.087 2.630 0.581
C -2.653 0.395 -1.139 0.082
C -2.550 -4.075 0.741 -0.771
C -2.339 -2.633 -1.614 0.335
H 3.742 0.932 2.507 0.356
```

Computed properties:
total charge = -2
HOMO-LUMO gap = 6.374 eV
spin multiplicity = 1